(A)
# C5H7NS

A single C5H7NS molecule (ωB97M-V/def2-TZVPD, the Open Molecules 2025 dataset).

XYZ file:
```
14
Properties=species:S:1:pos:R:3:lowdin_charge:R:1
C 0.267 1.279 0.107 -0.126
H 2.522 -0.183 0.855 0.129
H 1.054 1.882 -0.231 0.102
N -0.905 -2.255 -0.176 0.067
C -0.867 -1.008 -0.185 -0.604
C 1.816 -0.729 0.104 -0.074
H 2.161 -0.704 -0.851 0.047
H -1.803 -2.637 0.011 0.033
C 0.577 0.004 0.001 -0.246
C -1.223 1.623 0.030 -0.478
S -2.185 0.144 -0.248 0.928
H -1.459 2.070 0.981 0.064
H -1.537 2.288 -0.792 0.073
H 1.582 -1.773 0.394 0.085
```

Values from the calculation:
SMILES: [H]/N=C1\SCC=C1C
Highest occupied orbital energy in eV: -8.954
Multiplicity: 1
HOMO-LUMO gap in eV: 9.84

---

(B)
# C5H7NS

A single C5H7NS molecule (ωB97M-V/def2-TZVPD, the Open Molecules 2025 dataset).

XYZ file:
```
14
Properties=species:S:1:pos:R:3:lowdin_charge:R:1
H -1.232 -1.816 1.090 0.084
C -0.090 -0.092 0.401 -0.315
N 0.914 0.660 -1.443 0.006
C 1.726 1.022 -0.398 -0.118
C -1.076 -0.740 1.328 -0.070
C -0.185 -0.005 -0.964 -0.632
H 1.104 0.834 -2.385 0.121
S -1.403 -0.605 -2.104 0.796
H -2.196 -1.146 -1.188 -0.156
H 2.644 1.554 -0.517 0.099
H 1.504 0.681 1.769 0.098
H -2.066 -0.279 1.279 0.073
C 1.121 0.564 0.766 -0.056
H -0.764 -0.633 2.366 0.072
```

Values from the calculation:
SMILES: Cc1cc[nH]c1S
Highest occupied orbital energy in eV: -7.611
Multiplicity: 1
HOMO-LUMO gap in eV: 8.42

---

Least stable: (A)

---

(A)
# C4H12N4

2 unconnected molecules or ions with the total composition C4H12N4 (ωB97M-V/def2-TZVPD, the Open Molecules 2025 dataset).

XYZ file:
```
20
Properties=species:S:1:pos:R:3:lowdin_charge:R:1
C 4.198 0.138 -0.445 -0.047
H 2.870 0.321 1.303 0.101
H 2.615 -1.198 0.327 0.120
H -4.982 1.392 -0.822 0.146
H 4.434 1.246 -0.637 0.186
H -3.325 -1.976 -0.520 0.195
C -2.814 -1.016 -0.356 -0.084
H -0.906 0.154 1.387 0.136
C -4.566 0.715 -0.025 0.179
N -0.952 0.239 0.391 -0.078
N -1.530 -0.861 -0.215 0.035
N -3.560 0.009 -0.330 0.099
H -4.884 0.629 0.996 0.116
H 5.143 0.353 0.200 0.208
H 0.265 0.839 -0.875 0.080
H 0.845 1.266 0.425 0.119
H -1.011 -1.680 -0.177 0.137
H 4.527 -0.721 -1.082 0.136
C 3.222 -0.260 0.453 0.184
N 0.412 0.413 0.004 0.031
```

Values from the calculation:
Total charge: +2
Highest occupied orbital energy in eV: -16.566
Multiplicity: 1
HOMO-LUMO gap in eV: 7.02

---

(B)
# C4H12N4

2 unconnected molecules or ions with the total composition C4H12N4 (ωB97M-V/def2-TZVPD, the Open Molecules 2025 dataset).

XYZ file:
```
20
Properties=species:S:1:pos:R:3:lowdin_charge:R:1
H -0.092 -0.825 2.543 0.180
N -2.669 1.073 -1.969 0.238
N 0.250 -0.174 0.665 0.075
C 1.132 0.592 -0.119 -0.172
C -2.394 0.130 -1.156 -0.074
H -3.152 1.864 -1.667 0.125
H -1.872 -2.433 0.790 0.115
C -1.872 -2.134 -0.289 0.011
N -1.783 -0.676 -0.524 0.112
H -2.053 1.180 -2.896 0.248
H 2.817 1.929 -0.106 0.057
H -1.055 -2.691 -0.578 0.068
H -2.835 -2.366 -0.821 0.132
H 2.275 1.880 1.488 0.117
H 0.544 1.318 -0.616 0.120
H 1.452 -0.096 -0.956 0.181
H 2.991 0.544 0.818 0.049
N 0.478 -0.310 1.873 0.251
H 1.121 0.180 2.513 0.182
C 2.373 1.291 0.536 -0.015
```

Values from the calculation:
Total charge: +2
Highest occupied orbital energy in eV: -19.116
Multiplicity: 1
HOMO-LUMO gap in eV: 9.59

---

Least stable: (A)

---

(A)
# CHClF2O2S

2 unconnected molecules or ions with the total composition CHClF2O2S (ωB97M-V/def2-TZVPD, the Open Molecules 2025 dataset).

XYZ file:
```
8
Properties=species:S:1:pos:R:3:lowdin_charge:R:1
S -2.212 -0.057 0.133 0.909
F 2.226 -0.550 1.021 -0.030
Cl 1.737 1.295 -0.680 0.726
F 0.182 0.245 0.997 -0.059
O -2.635 1.067 -0.671 -0.409
H 0.938 -0.889 -0.394 0.055
C 1.179 -0.117 0.179 -0.765
O -1.414 -0.993 -0.585 -0.427
```

Values from the calculation:
Highest occupied orbital energy in eV: -12.161
Multiplicity: 1
HOMO-LUMO gap in eV: 10.94

---

(B)
# CHClF2O2S

A single CHClF2O2S molecule (ωB97M-V/def2-TZVPD, the Open Molecules 2025 dataset).

XYZ file:
```
8
Properties=species:S:1:pos:R:3:lowdin_charge:R:1
F -1.667 1.081 0.547 0.024
O 1.364 -0.753 0.627 -0.883
Cl 1.365 -1.098 2.342 0.603
C -1.016 0.194 -0.267 -0.442
H -1.064 -0.894 -0.119 0.138
F -1.334 0.342 -1.533 0.060
O 1.398 0.463 -1.445 -0.401
S 0.955 0.665 -0.151 0.902
```

Values from the calculation:
Highest occupied orbital energy in eV: -9.879
Multiplicity: 1
HOMO-LUMO gap in eV: 8.60

---

Least stable: (B)